ORCA calculation (wB97M-V/def2-TZVPD) on a molecular structure, C3H2FO.

**E**: -7891.9286 eV
**LUMO (alpha / beta)**: -9.417 / -8.696 eV
**Net charge**: +1

Last column: Löwdin charge in e.
Element x y z (Å)
1 O -1.148 1.738 0.053  0.358
2 C -0.345 -0.064 -0.290  0.020
3 C 0.967 -0.359 -0.217  -0.018
4 H 1.727 0.361 0.097  0.177
5 F 1.359 -1.584 -0.303  0.187
6 C -1.138 0.674 0.551  -0.002
7 H -1.423 -0.765 0.109  0.277